(1)
# C32H60N2O9

A cluster of 8 separate species, C32H60N2O9 in total (the ωB97M-V functional and the def2-TZVPD basis, OMol25).

Computed properties:
LUMO level, Eh: 0.01547
Relative energy (zero: lowest compared OMol25 entry of this formula, charge and spin), kcal per mole: 0.0
Frontier orbital gap, eV: 9.84
Total charge: 0

Last column: Mulliken charge in e.
Positions of all 103 atoms, in Å:
1 C 5.14028 -2.31800 0.91117  -0.689
2 O 3.92351 -3.04595 1.02341  -0.450
3 C 3.27720 -3.07470 -0.23341  -0.806
4 C 1.80345 -3.43016 -0.11343  -0.573
5 C 0.96668 -2.64402 -1.13940  -1.552
6 C -0.22701 -1.82878 -0.58939  2.309
7 C -0.62018 -0.87321 -1.61421  -0.745
8 N -0.94303 -0.08277 -2.38200  -0.641
9 C -1.46421 -2.74818 -0.40773  -0.732
10 C -1.21727 -3.86816 0.47117  0.050
11 N -1.04010 -4.73768 1.19851  -0.461
12 C -0.02988 -1.03940 0.72958  -1.212
13 C 1.25498 -0.28469 1.04280  -0.526
14 C 1.73803 0.76313 0.05942  -0.145
15 O 2.96821 1.31231 0.51949  -0.528
16 H 5.59500 -2.46022 -0.06912  0.352
17 H 4.93863 -1.25614 1.05929  0.176
18 H 5.83456 -2.66039 1.67397  0.346
19 H 3.79179 -3.77391 -0.90284  0.465
20 H 3.36860 -2.08000 -0.68561  0.270
21 H 1.66898 -4.49901 -0.26026  0.421
22 H 1.48658 -3.23881 0.90771  0.488
23 H 0.55195 -3.32100 -1.88676  0.553
24 H 1.61748 -1.97172 -1.69339  0.748
25 H -2.27602 -2.15757 0.02060  0.431
26 H -1.81553 -3.12607 -1.36699  0.560
27 H -0.20868 -1.74480 1.54181  0.666
28 H -0.85190 -0.32262 0.78129  0.250
29 H 1.04345 0.24351 1.97346  0.516
30 H 2.08230 -0.95566 1.26905  -0.006
31 H 1.82980 0.35969 -0.95231  0.378
32 H 1.03166 1.59372 0.01489  -0.159
33 H 3.73640 0.98966 0.02588  0.243
34 C -1.55893 2.88264 -1.19309  -0.546
35 C -0.98288 4.19887 -0.73506  0.856
36 C -1.15979 5.38077 -1.65237  -1.004
37 O -0.41890 4.28209 0.33333  -0.568
38 H -1.39685 2.12676 -0.42748  -0.403
39 H -2.63017 2.98831 -1.38058  0.491
40 H -1.09775 2.55285 -2.12416  0.477
41 H -2.21838 5.56608 -1.83862  0.030
42 H -0.70064 5.18140 -2.62117  0.286
43 H -0.70757 6.26482 -1.20848  0.401
44 C -0.56128 6.44179 -6.20035  -1.292
45 C -1.63855 7.12443 -5.39274  0.919
46 C -1.85769 8.59328 -5.65487  -1.015
47 O -2.29119 6.52287 -4.57029  -0.491
48 H -0.49763 5.39264 -5.92315  0.310
49 H -0.78273 6.52677 -7.26561  0.376
50 H 0.40016 6.92839 -6.02710  0.339
51 H -2.12529 8.74930 -6.70172  0.351
52 H -0.93401 9.14424 -5.46808  0.325
53 H -2.63847 8.97818 -5.00302  0.179
54 C -4.58288 1.84684 1.93864  -1.234
55 C -3.10317 1.68107 2.19937  0.915
56 C -2.36082 2.91069 2.65674  -1.008
57 O -2.54904 0.61796 2.03380  -0.547
58 H -5.00907 0.90264 1.60961  0.329
59 H -5.08796 2.18202 2.84618  0.364
60 H -4.74404 2.60980 1.17468  0.308
61 H -2.78407 3.29540 3.58640  0.449
62 H -2.43989 3.69270 1.90066  0.184
63 H -1.31021 2.67392 2.80040  0.205
64 C 6.67941 2.30739 0.10542  -0.964
65 C 7.11129 0.91709 -0.28485  0.922
66 C 8.58913 0.62244 -0.25555  -1.255
67 O 6.30277 0.07183 -0.60260  -0.517
68 H 5.59599 2.38443 0.04817  0.141
69 H 7.01225 2.52916 1.12087  0.319
70 H 7.14194 3.04182 -0.55713  0.358
71 H 8.98312 0.79014 0.74801  0.335
72 H 9.11604 1.29852 -0.93069  0.357
73 H 8.76971 -0.40732 -0.55330  0.318
74 C -1.05664 -7.96859 0.87091  -0.366
75 C -0.51879 -9.32832 0.50254  0.748
76 C 0.89240 -9.63142 0.95623  -1.040
77 O -1.16855 -10.13483 -0.11959  -0.566
78 H -2.07246 -7.86388 0.49761  0.324
79 H -1.05252 -7.83420 1.95332  0.022
80 H -0.43210 -7.18296 0.44714  0.016
81 H 0.96170 -9.55733 2.04325  0.268
82 H 1.58650 -8.90065 0.53744  0.298
83 H 1.17566 -10.63144 0.63826  0.305
84 C -5.08378 9.01153 -0.67487  -1.203
85 C -4.38468 8.74087 -1.98695  0.921
86 C -4.72567 7.44971 -2.68914  -0.750
87 O -3.59036 9.52563 -2.45203  -0.539
88 H -4.75687 9.96584 -0.27047  0.329
89 H -6.16497 9.02518 -0.82368  0.317
90 H -4.86198 8.21515 0.03802  0.305
91 H -5.79475 7.42176 -2.91029  0.422
92 H -4.49403 6.59838 -2.04609  0.205
93 H -4.14220 7.37663 -3.60107  0.005
94 C -1.76511 -10.01916 6.00534  -1.053
95 C -1.31655 -8.62041 6.36170  0.807
96 C -1.27772 -7.62274 5.22772  -0.824
97 O -1.00709 -8.31871 7.48866  -0.550
98 H -1.75385 -10.64622 6.89288  0.297
99 H -2.77170 -9.99489 5.58422  0.315
100 H -1.10508 -10.44406 5.24678  0.284
101 H -2.26824 -7.51839 4.78151  0.342
102 H -0.59617 -7.96926 4.44846  0.060
103 H -0.94208 -6.65669 5.59536  0.305

Force components x, y, z for each atom (eV/Å):
C -0.21 -0.08 0.21
O 0.06 -0.24 -0.13
C 0.08 0.30 0.03
C 0.01 -0.02 0.03
C -0.07 -0.16 0.08
C 0.18 -0.30 0.21
C -0.08 0.47 -0.37
N 0.01 -0.08 -0.13
C -0.24 0.49 -0.19
C 0.06 -0.33 0.44
N 0.01 -0.02 -0.02
C -0.21 0.04 0.02
C 0.12 -0.08 0.12
C 0.05 0.03 -0.18
O 0.40 0.16 -0.04
H 0.09 0.02 -0.03
H 0.08 0.09 -0.09
H -0.04 -0.08 0.12
H 0.08 -0.01 -0.04
H -0.01 0.08 -0.04
H -0.05 -0.09 0.02
H -0.03 0.16 0.10
H 0.02 -0.05 -0.11
H 0.05 0.14 0.00
H -0.06 0.00 0.03
H 0.07 -0.02 -0.09
H 0.04 -0.01 0.12
H -0.08 -0.12 0.05
H 0.10 -0.01 0.14
H 0.09 -0.20 -0.11
H 0.10 -0.02 -0.06
H -0.10 0.00 -0.07
H -0.45 -0.19 0.03
C -0.04 0.06 0.07
C -0.09 -0.20 0.00
C 0.14 0.08 0.15
O 0.06 0.18 0.01
H 0.00 -0.02 -0.02
H 0.00 -0.01 -0.07
H -0.03 0.01 -0.02
H 0.00 -0.04 -0.07
H -0.06 -0.03 -0.04
H 0.00 0.00 0.00
C -0.04 -0.06 0.05
C 0.04 0.11 -0.02
C -0.05 -0.02 0.07
O 0.08 -0.12 -0.07
H 0.00 0.00 0.00
H 0.01 0.03 -0.01
H 0.00 0.02 -0.02
H 0.02 0.01 -0.01
H 0.02 -0.01 -0.04
H 0.01 0.00 0.01
C 0.05 -0.11 0.00
C -0.12 0.20 0.02
C 0.12 -0.17 -0.01
O 0.00 -0.04 -0.03
H -0.01 0.00 0.00
H 0.01 0.03 0.00
H 0.01 0.02 0.02
H -0.07 -0.01 -0.03
H -0.01 0.03 0.03
H 0.02 0.03 0.00
C -0.02 -0.07 -0.03
C -0.09 -0.03 0.01
C -0.03 -0.06 -0.03
O 0.01 0.14 -0.04
H 0.03 0.09 0.03
H 0.00 0.02 0.00
H 0.00 0.00 0.02
H 0.01 0.03 0.01
H 0.02 0.03 0.02
H -0.01 0.01 0.00
C -0.14 -0.18 -0.14
C 0.11 0.06 0.10
C -0.04 -0.08 -0.05
O -0.03 0.00 -0.02
H 0.00 0.03 0.01
H 0.06 0.04 0.00
H 0.04 0.02 0.06
H 0.00 0.03 0.00
H 0.00 0.02 0.02
H 0.01 0.00 0.00
C 0.06 0.05 -0.02
C -0.03 -0.04 0.06
C 0.03 0.19 -0.04
O -0.01 0.01 -0.03
H 0.00 0.00 0.00
H -0.01 -0.03 0.00
H -0.02 -0.02 -0.01
H -0.01 -0.04 0.04
H -0.06 0.00 0.03
H -0.04 -0.10 0.01
C 0.02 0.00 0.10
C -0.04 -0.04 -0.12
C 0.05 0.08 0.10
O 0.01 0.01 0.02
H 0.00 -0.01 0.00
H 0.01 0.01 -0.03
H -0.01 0.01 -0.02
H 0.01 -0.04 -0.04
H -0.03 -0.02 -0.02
H 0.00 0.00 0.00


(2)
# C32H61BrIN5O7P

A cluster of 3 separate species, C32H61BrIN5O7P in total (the ωB97M-V functional and the def2-TZVPD basis, OMol25).

Computed properties:
LUMO level, Eh: -0.15036
Relative energy (zero: lowest compared OMol25 entry of this formula, charge and spin), kcal per mole: 0.0
Frontier orbital gap, eV: 7.06
Total charge: +1

Last column: Mulliken charge in e.
Positions of all 108 atoms, in Å:
1 C 6.38458 -3.20172 2.12439  -1.196
2 C 5.02760 -2.65506 1.67645  0.034
3 O 4.18760 -3.73222 1.30199  -0.480
4 C 2.99441 -3.33148 0.65136  -0.183
5 C 3.08797 -3.60576 -0.85352  -0.495
6 C 1.75416 -3.92828 -1.54374  -1.329
7 C 0.55196 -3.08817 -1.08508  -1.002
8 C 0.81996 -1.55630 -0.99804  0.167
9 C -0.20365 -0.55483 -1.56588  1.363
10 C -1.49377 -0.53372 -0.70749  -1.962
11 C -2.17648 -1.88317 -0.45962  -0.129
12 C -3.64871 -1.69422 -0.08213  -1.048
13 C -4.49652 -2.95536 -0.25091  -0.310
14 C -6.00488 -2.64838 -0.37981  -0.869
15 C -6.90484 -3.08360 0.78901  -0.807
16 C -6.36713 -2.85631 2.19701  -0.554
17 O -5.78812 -1.58303 2.42782  -0.267
18 C -6.62761 -0.48194 2.13894  -0.811
19 N -0.64223 -0.75271 -3.00831  0.493
20 P 0.00552 -2.05201 -3.98928  -0.121
21 O -0.60177 -1.48837 -5.40015  -0.494
22 Br 2.19679 -1.54773 -4.40052  -0.232
23 C -0.39103 0.51792 -3.60848  1.276
24 N -1.23364 0.92777 -4.52150  -0.733
25 I -1.26151 2.74845 -5.43302  0.284
26 N 0.65855 1.11361 -3.04411  0.693
27 C 1.54823 2.07874 -3.67525  -0.921
28 C 3.01498 1.86049 -3.37925  -0.434
29 N 3.83082 2.78334 -3.10120  -0.661
30 C 0.40587 0.93663 -1.56751  0.526
31 C -0.62323 2.04054 -1.22807  -2.030
32 C 1.59977 1.13902 -0.63688  -1.801
33 C 2.06191 2.57881 -0.36978  -0.766
34 C 3.48131 2.59883 0.19173  -1.095
35 N 3.71963 3.89002 0.84711  -0.415
36 H 6.43137 -4.27762 1.95258  0.330
37 H 6.55967 -3.02584 3.18680  0.301
38 H 7.20572 -2.73864 1.57594  0.308
39 H 5.16994 -1.96633 0.83169  0.181
40 H 4.57154 -2.08347 2.49573  0.294
41 H 2.85649 -2.25541 0.82137  0.234
42 H 2.14769 -3.84898 1.11202  0.116
43 H 3.56991 -2.75736 -1.35409  0.126
44 H 3.76611 -4.45380 -0.97558  0.550
45 H 1.88370 -3.87846 -2.62609  0.200
46 H 1.50923 -4.97330 -1.32285  0.510
47 H -0.30533 -3.33031 -1.71186  0.536
48 H 0.27449 -3.44424 -0.09046  0.512
49 H 0.86595 -1.31761 0.06488  -0.219
50 H 1.79684 -1.36565 -1.44570  0.736
51 H -2.22782 0.05504 -1.25879  0.346
52 H -1.27237 -0.04851 0.24548  0.402
53 H -1.66383 -2.46407 0.30954  -0.088
54 H -2.15259 -2.45597 -1.39438  0.321
55 H -3.70426 -1.32476 0.94792  0.199
56 H -4.08435 -0.90674 -0.71016  0.517
57 H -4.18117 -3.44921 -1.17628  0.466
58 H -4.34006 -3.65958 0.57128  0.258
59 H -6.38583 -3.17484 -1.25905  0.327
60 H -6.15874 -1.58146 -0.56062  0.393
61 H -7.16325 -4.14147 0.68276  0.393
62 H -7.85100 -2.53923 0.69444  0.304
63 H -7.18528 -3.00617 2.91470  0.416
64 H -5.57942 -3.58275 2.41280  0.289
65 H -7.68743 -0.73208 2.24478  0.350
66 H -6.39016 0.30938 2.85341  0.274
67 H -6.43293 -0.08440 1.13611  0.244
68 H -0.06429 -1.79272 -6.14511  0.364
69 H -1.94603 0.27474 -4.81645  0.267
70 H 1.28076 3.11759 -3.44832  0.589
71 H 1.42850 1.96545 -4.75706  0.585
72 H 3.42671 0.85715 -3.47851  0.341
73 H 3.37548 3.69629 -3.03166  0.287
74 H -1.62683 1.83986 -1.60005  0.347
75 H -0.30208 2.97995 -1.68438  0.409
76 H -0.70835 2.18226 -0.15037  0.422
77 H 1.31494 0.70428 0.32563  1.124
78 H 2.46286 0.55443 -0.97706  0.213
79 H 1.42610 3.01526 0.40860  0.759
80 H 1.97172 3.24063 -1.23151  0.139
81 H 3.58966 1.75416 0.89108  0.414
82 H 4.22288 2.45349 -0.59605  0.438
83 H 4.67195 3.91871 1.19746  0.238
84 H 3.13507 3.94489 1.67682  0.204
85 O 2.01155 6.13637 2.18375  -0.561
86 C 2.21754 7.10324 1.51158  0.471
87 O 1.34071 8.13194 1.43761  -0.355
88 C 1.79488 9.11016 0.48657  -0.405
89 C 3.29858 8.88922 0.37298  -0.556
90 C 3.41164 7.38570 0.62050  -0.209
91 H 1.27785 8.93335 -0.45955  0.244
92 H 1.52643 10.09701 0.85443  0.319
93 H 3.70642 9.22023 -0.57966  0.330
94 H 3.81144 9.43314 1.16694  0.265
95 H 3.29871 6.79750 -0.29103  0.128
96 H 4.33110 7.09231 1.11774  0.319
97 O -0.07800 -0.88824 3.09956  -0.632
98 C -0.95242 -1.56412 3.56594  0.594
99 O -2.19976 -1.09203 3.76104  -0.358
100 C -3.01715 -2.08628 4.41341  -0.046
101 C -2.33698 -3.41549 4.10586  -0.389
102 C -0.86796 -3.00602 4.02518  -0.349
103 H -3.03307 -1.87017 5.48320  0.322
104 H -4.02689 -2.02344 4.01586  -0.078
105 H -2.54789 -4.18238 4.84777  0.434
106 H -2.67146 -3.78401 3.13373  0.079
107 H -0.37597 -3.02524 4.99894  0.348
108 H -0.28770 -3.59504 3.31990  0.127

Force components x, y, z for each atom (eV/Å):
C 0.03 0.00 0.08
C 0.40 0.13 0.12
O -0.13 -0.10 0.01
C 0.28 0.38 -0.09
C -0.03 0.02 -0.11
C -0.03 -0.17 0.32
C 0.03 0.02 0.08
C -0.15 -0.39 -0.45
C -0.48 0.18 1.01
C 0.07 -0.59 -0.26
C -0.24 0.14 -0.35
C 0.20 0.07 0.36
C -0.29 0.19 -0.16
C -0.05 -0.31 0.16
C -0.17 0.33 -0.10
C -0.09 -0.08 -0.07
O 0.12 -0.03 -0.15
C 0.10 0.22 0.19
N 0.72 0.81 -0.59
P -0.28 -0.21 0.29
O 0.04 -0.18 0.04
Br -0.04 0.07 -0.04
C 0.05 -1.04 0.46
N 0.40 0.67 -0.26
I -0.18 -0.17 0.02
N -0.15 0.11 0.02
C -0.27 0.29 -0.23
C 0.38 0.26 0.16
N -0.11 -0.14 -0.15
C -0.26 0.26 0.02
C -0.13 -0.09 0.05
C 0.60 -0.19 -0.39
C -0.20 -0.05 0.48
C 0.01 0.07 0.27
N 0.14 -0.35 -0.04
H -0.06 0.06 -0.04
H -0.04 -0.05 -0.06
H -0.05 -0.02 0.00
H -0.13 -0.08 -0.01
H -0.12 -0.03 -0.12
H -0.23 -0.11 0.07
H 0.11 -0.14 -0.02
H 0.02 -0.05 0.09
H -0.07 0.04 -0.05
H 0.02 0.06 -0.02
H -0.05 0.08 -0.06
H 0.07 0.00 0.00
H -0.05 0.11 -0.05
H 0.23 0.13 -0.08
H -0.03 0.08 0.11
H 0.04 0.14 0.20
H -0.05 0.07 0.00
H 0.03 -0.01 -0.08
H 0.04 -0.06 0.10
H -0.15 0.00 -0.08
H 0.09 -0.07 -0.05
H 0.08 -0.09 0.14
H 0.18 0.00 -0.10
H -0.03 0.19 -0.03
H 0.12 -0.04 -0.03
H 0.08 0.01 0.16
H 0.02 -0.12 -0.06
H 0.07 -0.13 -0.02
H -0.02 0.09 0.13
H 0.04 -0.01 -0.03
H -0.02 -0.08 -0.02
H -0.14 -0.14 -0.01
H -0.13 -0.02 -0.06
H 0.14 -0.09 -0.07
H 0.03 -0.09 0.14
H 0.04 -0.10 0.07
H -0.26 -0.08 0.02
H 0.00 0.00 0.04
H 0.09 -0.02 -0.14
H 0.10 -0.02 0.21
H 0.02 0.06 -0.08
H 0.00 0.02 -0.04
H -0.12 0.02 -0.06
H -0.06 0.03 -0.17
H 0.10 -0.04 -0.03
H -0.05 -0.01 -0.09
H -0.08 0.02 -0.04
H 0.01 0.06 -0.12
H -0.08 0.30 -0.11
O -0.11 -0.03 0.14
C 0.09 -0.13 -0.12
O -0.03 0.02 0.00
C 0.05 0.07 -0.06
C 0.04 -0.09 0.02
C -0.01 0.37 0.10
H 0.01 -0.01 -0.01
H -0.05 -0.04 0.06
H -0.04 -0.02 -0.02
H 0.00 0.02 -0.01
H 0.04 -0.07 0.02
H -0.01 -0.15 -0.05
O 0.01 0.04 -0.25
C 0.10 0.02 0.08
O -0.03 -0.02 -0.05
C -0.13 -0.21 0.04
C 0.10 -0.01 0.00
C -0.30 -0.07 -0.12
H 0.04 0.02 0.00
H 0.03 0.19 -0.05
H 0.00 0.03 0.03
H -0.02 0.00 0.00
H 0.05 -0.01 -0.01
H 0.14 0.04 0.07


Q: Look up the relative energy (zero: lowest compared OMol25 entry of this formula, charge and spin) of the first one.
A: 0.0 kcal per mole